Entry 1:
Below is a molecular structure, C49H77BClN4OP2S3W, with properties calculated with ωB97M-V/def2-TZVPD.

Cartesian coordinates (Å):
1 W -0.19742 0.79534 0.65314
2 C 0.96309 -4.67808 0.34721
3 C 2.46075 -4.55235 0.68850
4 C 2.71349 -5.38454 1.96259
5 C 3.24664 -5.12208 -0.49972
6 P 2.77814 -2.68410 0.78131
7 C 2.08963 -2.27971 2.46156
8 N 0.64481 -2.05570 2.52327
9 B -0.23184 -1.05968 1.90698
10 N -1.53046 -1.36530 2.47911
11 C -2.79940 -0.84041 2.06539
12 P -2.57507 -0.21989 0.34778
13 C -2.77498 -1.76749 -0.73603
14 C -1.75514 -2.82365 -0.28101
15 C -4.16939 -2.38764 -0.66958
16 C -2.42564 -1.42133 -2.18846
17 C -4.07933 0.88457 0.16175
18 C -5.38075 0.20411 0.60599
19 C -3.86539 2.08625 1.08537
20 C -4.19906 1.37278 -1.28619
21 C -1.44201 -2.40803 3.39148
22 C -2.41959 -3.00413 4.17299
23 C -2.04212 -4.04044 5.02034
24 C -0.71427 -4.44795 5.08357
25 C 0.26602 -3.84366 4.30099
26 C -0.10514 -2.82161 3.43577
27 C 4.63526 -2.38553 1.06639
28 C 4.85594 -1.00571 1.70211
29 C 5.39635 -3.40954 1.91347
30 C 5.25472 -2.33874 -0.34179
31 H 0.70413 -5.73940 0.24435
32 H 0.72938 -4.17537 -0.59300
33 H 0.33483 -4.25523 1.13501
34 H 3.04149 -6.38963 1.68136
35 H 1.79195 -5.49421 2.53513
36 H 3.46952 -4.97482 2.62644
37 H 2.88167 -6.13107 -0.72294
38 H 4.31672 -5.19820 -0.29791
39 H 3.10122 -4.50680 -1.39378
40 H 2.61057 -1.39197 2.81608
41 H 2.34942 -3.08730 3.13588
42 H -3.12985 -0.01732 2.70319
43 H -3.56102 -1.62092 2.10257
44 H -1.98184 -3.23549 0.70520
45 H -0.74012 -2.42984 -0.27202
46 H -1.78035 -3.65005 -0.99976
47 H -4.54030 -2.49885 0.35140
48 H -4.11641 -3.38882 -1.10805
49 H -4.89595 -1.81960 -1.25107
50 H -1.42054 -1.00635 -2.26756
51 H -3.13091 -0.72678 -2.64706
52 H -2.43958 -2.33968 -2.78307
53 H -5.27986 -0.28984 1.57536
54 H -5.74710 -0.51875 -0.11679
55 H -6.14623 0.97862 0.71299
56 H -4.71548 2.76071 0.97794
57 H -2.96049 2.63297 0.84115
58 H -3.82690 1.78195 2.13361
59 H -4.53318 0.57989 -1.95462
60 H -3.25060 1.77634 -1.65621
61 H -4.94825 2.16883 -1.32697
62 H -3.45051 -2.66706 4.14261
63 H -2.78224 -4.52261 5.64691
64 H -0.43216 -5.24943 5.75664
65 H 1.29034 -4.17743 4.39166
66 H 4.52596 -0.95879 2.74208
67 H 4.36206 -0.20436 1.14456
68 H 5.93001 -0.79153 1.69309
69 H 5.03615 -3.42871 2.94478
70 H 6.45283 -3.11895 1.94609
71 H 5.34843 -4.41709 1.50232
72 H 6.33835 -2.20149 -0.26260
73 H 5.07318 -3.25370 -0.90814
74 H 4.84987 -1.50102 -0.91437
75 C 1.19991 -2.00396 -5.72705
76 C 1.70747 -2.95598 -4.64576
77 S 1.59434 -2.41383 -2.92435
78 C 2.68998 -0.97473 -2.85875
79 C 2.13731 0.36658 -3.38658
80 S 0.43241 0.74086 -2.86195
81 C -0.32861 1.30791 -4.40373
82 C -0.21869 0.41939 -5.64972
83 S -0.48590 -1.36424 -5.45001
84 H 1.18971 -2.53440 -6.67924
85 H 1.86684 -1.15175 -5.83693
86 H 2.74385 -3.22245 -4.86058
87 H 1.11874 -3.87486 -4.64795
88 H 3.60627 -1.22926 -3.39672
89 H 2.93737 -0.89784 -1.79854
90 H 2.14388 0.36530 -4.47485
91 H 2.77407 1.18777 -3.05274
92 H 0.08237 2.29210 -4.64570
93 H -1.37582 1.44326 -4.12244
94 H 0.74479 0.54781 -6.13723
95 H -0.97294 0.76425 -6.35752
96 C -0.75853 2.02057 2.37046
97 H -0.57458 1.49012 3.30290
98 H -1.79395 2.35440 2.35827
99 H -0.11643 2.90845 2.34793
100 Cl 3.75265 3.19558 6.56598
101 C 3.18784 2.51598 5.07375
102 C 3.49443 3.13318 3.87591
103 C 3.03620 2.58129 2.68810
104 C 2.25941 1.42641 2.66465
105 C 1.79866 0.86816 1.33771
106 C 1.95796 0.83342 3.89137
107 C 2.42217 1.36113 5.08674
108 H 4.08987 4.03784 3.87321
109 H 3.30348 3.06861 1.75433
110 H 2.46584 0.07377 1.00915
111 H 1.89768 1.69392 0.57471
112 H 1.31384 -0.03687 3.92591
113 H 2.17711 0.88045 6.02532
114 C -1.93226 6.24876 -3.54674
115 N -1.11315 5.37092 -2.72987
116 N -1.67588 4.45379 -1.83917
117 C -0.63771 3.61436 -1.39778
118 O -0.79427 2.74761 -0.49601
119 C 0.52502 4.02610 -2.08992
120 C 0.18041 5.07900 -2.89848
121 C 1.01491 5.84201 -3.86748
122 C -2.66283 4.98573 -0.92854
123 C -2.26221 5.43036 0.32560
124 C -3.19981 5.97284 1.19037
125 C -4.52609 6.09730 0.78874
126 C -4.91341 5.66659 -0.47136
127 C -3.98268 5.09656 -1.32928
128 H -2.91375 6.33797 -3.09757
129 H -2.04390 5.86237 -4.56124
130 H -1.48572 7.23978 -3.58625
131 H 1.50990 3.61154 -1.95947
132 H 2.04901 5.51452 -3.80541
133 H 0.97483 6.91089 -3.65159
134 H 0.66261 5.69576 -4.89109
135 H -1.22405 5.33620 0.62444
136 H -2.89051 6.31226 2.17137
137 H -5.25441 6.53371 1.46198
138 H -5.94563 5.76293 -0.78480
139 H -4.28543 4.73519 -2.30521

Properties
Total charge ... +1
⟨S²⟩ ... 2.0217
Frontier orbital gap (alpha / beta) ... 6.76 / 7.41 eV
HOMO (alpha / beta) ... -9.346 / -9.610 eV
ΔE to the lowest compared entry with this formula, charge and spin ... 0.0 kcal/mol
DFT total energy ... -126173.2505 eV
2S+1 ... 3


Entry 2:
Below is a single C25H28BrNO4 molecule, with properties calculated with ωB97M-V/def2-TZVPD.

Cartesian coordinates (Å):
1 C -1.64920 -6.23406 1.27828
2 C -1.60131 -4.71236 1.33566
3 C -2.30246 -4.08472 0.13337
4 C -2.27319 -2.54882 0.18062
5 C -0.87695 -2.01178 0.06894
6 C -0.23938 -1.52034 1.15857
7 C 1.09899 -1.01079 1.12087
8 C 1.67888 -0.34608 2.16128
9 C 2.96027 0.27375 2.06903
10 O 3.41857 1.02812 2.91188
11 C 3.82406 -0.03778 0.82343
12 C 5.02895 -0.86619 1.27286
13 O 4.33950 1.21297 0.32368
14 C 3.47958 1.93034 -0.37591
15 O 2.35298 1.56167 -0.62985
16 C 4.08763 3.22571 -0.85137
17 C 5.03183 2.94017 -2.02039
18 C 3.14210 -0.75075 -0.34641
19 O 3.74322 -0.92401 -1.38839
20 C 1.77232 -1.21234 -0.13322
21 C 1.08566 -1.71692 -1.19274
22 N -0.21352 -2.08451 -1.14182
23 C -0.88513 -2.23789 -2.41663
24 C -1.07677 -0.85757 -3.08021
25 C -1.78687 0.07569 -2.13976
26 C -1.06372 0.89041 -1.27524
27 C -1.71314 1.67989 -0.34336
28 C -3.09519 1.65753 -0.28386
29 Br -4.00153 2.72332 1.01077
30 C -3.83718 0.87166 -1.14933
31 C -3.17546 0.08165 -2.07101
32 H -2.67901 -6.58447 1.26658
33 H -1.15120 -6.66316 2.14375
34 H -1.15293 -6.59973 0.38183
35 H -0.56102 -4.38134 1.36387
36 H -2.08322 -4.36906 2.25327
37 H -1.82572 -4.44475 -0.78112
38 H -3.34428 -4.41175 0.11593
39 H -2.91389 -2.13674 -0.60072
40 H -2.68613 -2.22284 1.13575
41 H -0.76706 -1.47288 2.09804
42 H 1.12741 -0.17637 3.07385
43 H 5.68149 -1.04648 0.42177
44 H 5.56602 -0.31183 2.03823
45 H 4.68984 -1.81536 1.68155
46 H 3.28350 3.89237 -1.16369
47 H 4.64127 3.67479 -0.02675
48 H 4.49158 2.46444 -2.83574
49 H 5.46700 3.86809 -2.38325
50 H 5.83161 2.27660 -1.70242
51 H 1.58855 -1.81868 -2.14410
52 H -1.85056 -2.71949 -2.27876
53 H -0.27154 -2.87214 -3.06275
54 H -0.10044 -0.44340 -3.33485
55 H -1.65066 -0.99090 -3.99839
56 H 0.01514 0.92133 -1.31660
57 H -1.14238 2.30037 0.32923
58 H -4.91515 0.87547 -1.10012
59 H -3.75011 -0.53421 -2.74888

Properties
Total charge ... 0
Frontier orbital gap ... 7.69 eV
SMILES string ... CCCCC1=CC2=CC(=O)[C@](C)(OC(=O)CC)C(=O)C2=CN1CCc1ccc(Br)cc1
HOMO ... -7.588 eV
DFT total energy ... -106102.9801 eV
2S+1 ... 1


Entry 3:
Below is a gas-phase ion, C4H9N2S (charge +1), with properties calculated with ωB97M-V/def2-TZVPD.

Cartesian coordinates (Å):
1 C -1.04306 0.06946 0.05031
2 C -0.49000 1.48857 0.15865
3 C 1.48290 -0.25713 0.37127
4 C -2.45623 -0.13399 -0.10664
5 N -0.19465 -0.90502 0.01738
6 N 2.30603 -1.07401 -0.48334
7 S 1.36072 1.57926 0.09365
8 H -0.94585 2.14656 -0.49658
9 H -0.49676 1.86701 1.21530
10 H 1.65344 -0.51928 1.38196
11 H -2.77226 -1.05428 -0.52964
12 H -3.04785 0.68749 -0.55946
13 H -2.89570 -0.18023 0.90262
14 H 3.36619 -1.02606 -0.19324
15 H 2.31529 -0.67182 -1.47277
16 H 1.85779 -2.01651 -0.34949

Properties
Total charge ... +1
⟨S²⟩ ... 2.0060
Frontier orbital gap (alpha / beta) ... 5.50 / 6.88 eV
HOMO (alpha / beta) ... -9.003 / -14.003 eV
ΔE to the lowest compared entry with this formula, charge and spin ... 66.3 kcal/mol
DFT total energy ... -18096.1308 eV
2S+1 ... 3


Entry 4:
Below is a molecular structure, C41H84IrN5O4PSi6Te, with properties calculated with ωB97M-V/def2-TZVPD.

Cartesian coordinates (Å):
1 Ir -0.59964 0.50724 0.40406
2 C -3.02525 2.29642 3.56655
3 C -3.54188 3.42471 2.94669
4 C -3.28721 3.61112 1.60643
5 C -2.50789 2.68569 0.91739
6 N -2.00403 1.59427 1.52652
7 C -2.28112 1.40269 2.82976
8 C -2.08489 2.82876 -0.46988
9 C -2.70974 3.74085 -1.31831
10 C -2.28701 3.87779 -2.62422
11 C -1.20085 3.12193 -3.03745
12 C -0.56422 2.23869 -2.18273
13 C -1.01108 1.99865 -0.87972
14 H -3.18272 2.10384 4.61793
15 H -4.11705 4.15111 3.50586
16 H -3.64171 4.49007 1.08916
17 H -1.89092 0.50072 3.27064
18 H -3.55097 4.31967 -0.95920
19 H -2.78116 4.56015 -3.30236
20 H -0.84155 3.21676 -4.05411
21 H 0.28135 1.68860 -2.57034
22 C -5.00180 -0.91144 2.35646
23 C -4.52410 -1.53383 3.66008
24 C -4.88475 -0.65421 4.84665
25 C -5.12578 -2.92018 3.84441
26 O -3.06979 -1.61808 3.71629
27 P -2.10697 -2.22307 2.57263
28 O -2.84837 -3.18342 1.71557
29 O -1.41970 -1.05543 1.88341
30 O -0.98367 -2.89883 3.47385
31 C -0.90363 -4.29493 3.87234
32 C 0.21584 -4.31800 4.90227
33 C -2.21301 -4.74211 4.50031
34 C -0.55288 -5.14313 2.65983
35 H -6.05043 -0.62576 2.46049
36 H -4.91861 -1.61873 1.53200
37 H -4.42999 -0.01290 2.11529
38 H -5.96937 -0.57181 4.93526
39 H -4.47255 0.34685 4.72660
40 H -4.49114 -1.08656 5.76693
41 H -6.21586 -2.84468 3.84008
42 H -4.81477 -3.34538 4.79902
43 H -4.81638 -3.57933 3.03603
44 H -0.05937 -3.72715 5.77671
45 H 1.12800 -3.90160 4.47670
46 H 0.41494 -5.34343 5.21921
47 H -2.47568 -4.09317 5.33713
48 H -2.10278 -5.76265 4.87320
49 H -3.01903 -4.72775 3.76912
50 H 0.37454 -4.78903 2.20671
51 H -1.34953 -5.10195 1.91805
52 H -0.40921 -6.18016 2.97066
53 C 0.35358 0.72642 -5.43853
54 Si 1.82469 -0.23393 -4.76808
55 C 3.09057 -0.34439 -6.15725
56 C 1.35585 -1.99151 -4.29822
57 Si 2.82606 0.79261 -2.89488
58 Te 1.75816 0.19191 -0.63621
59 Si 4.83195 -0.34254 -2.36400
60 C 5.50104 0.22624 -0.70884
61 C 4.49400 -2.18902 -2.29792
62 C 6.10844 0.03053 -3.69412
63 Si 3.38845 3.06288 -3.33257
64 C 1.95323 4.24294 -3.53797
65 C 4.30510 3.03247 -4.97658
66 C 4.52877 3.72954 -2.00411
67 H -0.07133 0.17709 -6.28379
68 H 0.67490 1.70596 -5.80407
69 H -0.44725 0.87959 -4.71849
70 H 2.62988 -0.81938 -7.02837
71 H 3.95078 -0.95081 -5.86719
72 H 3.45815 0.63458 -6.46577
73 H 0.66908 -2.41204 -5.03822
74 H 0.88287 -2.04440 -3.31697
75 H 2.24412 -2.62426 -4.26169
76 H 4.76960 0.05747 0.08322
77 H 5.74970 1.28881 -0.70917
78 H 6.40630 -0.33625 -0.46409
79 H 3.63104 -2.41497 -1.66718
80 H 5.36169 -2.70512 -1.87750
81 H 4.30563 -2.60248 -3.29023
82 H 6.39378 1.08356 -3.68619
83 H 5.76817 -0.22276 -4.69888
84 H 7.00845 -0.55613 -3.48510
85 H 1.24545 3.89707 -4.28817
86 H 2.35397 5.20530 -3.87169
87 H 1.41158 4.40627 -2.60703
88 H 3.64039 2.75448 -5.79658
89 H 5.15134 2.34596 -4.98353
90 H 4.68322 4.03786 -5.18408
91 H 4.06799 3.68136 -1.01776
92 H 4.75537 4.77847 -2.21619
93 H 5.47361 3.18388 -1.96588
94 C 3.36728 2.91683 1.75187
95 Si 1.49048 2.85560 1.89705
96 C 1.00256 3.72166 3.49817
97 C 0.92197 3.96898 0.49564
98 C 0.70596 1.13921 1.95683
99 Si 1.63331 -0.31940 2.83036
100 C 3.44174 -0.02870 3.26551
101 C 1.68280 -1.99854 1.98424
102 C 0.76252 -0.43542 4.49495
103 H 3.67275 3.96783 1.78624
104 H 3.69602 2.50125 0.79689
105 H 3.90543 2.39178 2.53355
106 H 1.53073 4.67261 3.60560
107 H 1.22724 3.10971 4.37555
108 H -0.07202 3.93038 3.51006
109 H 1.48054 4.90574 0.59385
110 H -0.14109 4.21057 0.51985
111 H 1.14165 3.53906 -0.48369
112 H -0.00716 1.31128 2.77730
113 H 4.07612 0.15782 2.39745
114 H 3.79267 -0.94722 3.74724
115 H 3.58520 0.78190 3.98061
116 H 2.32792 -1.99367 1.10499
117 H 0.70213 -2.36769 1.70356
118 H 2.12503 -2.69752 2.70007
119 H 0.78364 0.54250 4.98564
120 H 1.26866 -1.14888 5.15157
121 H -0.27477 -0.75772 4.40067
122 C -1.69456 -0.46436 -2.59071
123 N -1.79771 -0.75411 -1.13392
124 C -1.38895 -2.19140 -0.96745
125 N -2.21874 -3.08666 -1.75629
126 C -2.09602 -2.73916 -3.16321
127 N -2.50370 -1.35391 -3.40824
128 C -3.90000 -1.20407 -2.98189
129 N -4.07491 -1.53156 -1.56933
130 C -3.24150 -0.64778 -0.77203
131 C -3.61826 -2.91385 -1.34881
132 H -0.64300 -0.54715 -2.86831
133 H -2.04059 0.54905 -2.76574
134 H -1.48383 -2.45747 0.07498
135 H -0.34408 -2.27248 -1.27728
136 H -2.72536 -3.40520 -3.75718
137 H -1.06018 -2.86879 -3.47849
138 H -4.52549 -1.86726 -3.58212
139 H -4.21457 -0.17209 -3.15686
140 H -3.33228 -0.91121 0.27914
141 H -3.54145 0.39240 -0.92765
142 H -4.24000 -3.58547 -1.94385
143 H -3.70723 -3.15862 -0.29249

Properties
Total charge ... 0
⟨S²⟩ ... 0.7641
Frontier orbital gap (alpha / beta) ... 7.77 / 5.96 eV
HOMO (alpha / beta) ... -7.804 / -7.822 eV
ΔE to the lowest compared entry with this formula, charge and spin ... 0.0 kcal/mol
DFT total energy ... -126217.3426 eV
2S+1 ... 2


Entry 5:
Below is a molecular structure, C13H17IrN4O7P2S2Si, with properties calculated with ωB97M-V/def2-TZVPD.

Cartesian coordinates (Å):
1 Ir 0.77742 0.81108 -0.78248
2 C 1.64840 1.66367 3.09938
3 C 0.46612 0.82098 2.75649
4 C -0.42232 0.39656 3.73267
5 C -1.55265 -0.31256 3.33628
6 C -1.79396 -0.55199 2.01122
7 C -0.84414 -0.08813 1.06962
8 N 0.27693 0.53680 1.46151
9 N -0.90794 -0.16637 -0.26572
10 Si -1.73377 -1.43624 -1.14020
11 C -1.40571 -3.11093 -0.34704
12 C -1.27779 -1.64986 -2.93523
13 C -3.59228 -1.08404 -1.14800
14 H 1.82086 1.67692 4.17724
15 H 1.47303 2.68640 2.75655
16 H 2.52399 1.30355 2.58940
17 H -0.23830 0.62808 4.77293
18 H -2.27217 -0.64604 4.07710
19 H -2.69620 -1.04838 1.69106
20 H -0.34066 -3.35324 -0.44243
21 H -1.97559 -3.87463 -0.88780
22 H -1.66792 -3.17190 0.70734
23 H -0.20987 -1.84668 -3.04962
24 H -1.54858 -0.79453 -3.55354
25 H -1.83851 -2.52641 -3.28188
26 H -4.04024 -0.97636 -0.15662
27 H -4.12366 -1.88232 -1.67971
28 H -3.76268 -0.14866 -1.68998
29 S 0.07373 2.91305 -0.23492
30 C -0.71066 3.45207 -1.68301
31 C -1.36634 4.71956 -1.64377
32 N -1.87827 5.75059 -1.59349
33 C -0.68972 2.71456 -2.81435
34 S 0.14395 1.18420 -2.91289
35 C -1.35047 3.15252 -3.99904
36 N -1.87557 3.48354 -4.97117
37 O 4.10044 -0.10471 1.72727
38 P 4.16178 0.29529 0.12397
39 O 5.56235 0.65742 -0.16606
40 O 3.00498 1.21187 -0.17104
41 O 3.84894 -1.17936 -0.48804
42 P 2.42505 -1.97592 -0.48621
43 O 2.00114 -1.91211 1.06319
44 O 2.65839 -3.35196 -0.95424
45 O 1.44735 -1.13129 -1.29777
46 H 5.01729 -0.24079 2.00699
47 H 2.68386 -1.49323 1.61604

Properties
Total charge ... -2
Frontier orbital gap ... 6.14 eV
HOMO ... -1.489 eV
ΔE to the lowest compared entry with this formula, charge and spin ... 28.8 kcal/mol
DFT total energy ... -85027.6888 eV
2S+1 ... 1